# 1
DFT (ωB97M-V/def2-TZVPD) results for C6H13Cl10HgO as an isolated structure in a non-equilibrium geometry.

For the lowest unoccupied orbital energy, the calculation gives -7.890 eV. Its net charge is +1. The HOMO-LUMO gap is 5.0 eV. The value obtained for the energy relative to the best compared isomer or geometry (same formula, charge and spin) is 1.064 eV. The HOMO energy is -12.899 eV.

CARTESIAN COORDINATES (ANGSTROEM)
Hg1 -0.86677 3.73329 -0.89421
C1 -0.53405 0.40646 -0.64962
O1 -0.13666 1.69132 -0.99487
H1 -0.01954 0.00820 0.23161
H2 -1.59164 0.44417 -0.34871
H3 -0.44753 -0.34219 -1.44190
C2 -4.45354 1.33429 -1.62653
Cl1 -5.69820 1.50905 -0.39146
Cl2 -3.38354 2.77407 -1.73633
H4 -3.86684 0.43018 -1.49898
H5 -4.99251 1.21972 -2.56326
C3 2.32775 0.26426 -1.53953
Cl3 3.67971 1.33342 -1.05464
Cl4 2.92650 -1.22815 -2.27953
H6 1.81343 -0.02907 -0.63183
H7 1.67305 0.71151 -2.27791
C4 0.00019 -3.37613 -1.08737
Cl5 1.16411 -4.42057 -1.89813
Cl6 -1.37833 -4.28635 -0.48293
H8 0.54539 -3.02723 -0.21676
H9 -0.27487 -2.61575 -1.80934
C5 0.48166 -2.12421 3.68955
Cl7 -0.63344 -2.16388 5.05291
Cl8 -0.42987 -2.12099 2.18409
H10 1.10509 -1.23985 3.76924
H11 1.09153 -3.01984 3.74835
C6 2.43476 2.72917 1.24323
Cl9 1.02807 3.86212 1.25891
Cl10 3.26997 2.76886 2.77345
H12 2.10129 1.71542 1.04882
H13 3.06481 3.05872 0.42366

natural (NBO) atomic charge list, values in e, 6 entries: Hg 1.357; C -0.275; O -0.810; H 0.186; H 0.187; H 0.184

=====

# 2
DFT (ωB97M-V/def2-TZVPD) results for a 2-piece molecular cluster, C6H13Cl2 overall in a non-equilibrium geometry.

The expectation value of S² is 0.752. For the lowest unoccupied orbital energy (spin up / spin down), the calculation gives 0.904 / -4.020 eV. As for the multiplicity: 2. The HOMO-LUMO gap (spin up / spin down) is 11.2 / 6.3 eV. The value obtained for the energy relative to the best compared isomer or geometry (same formula, charge and spin) is 0.568 eV. The HOMO energy (spin up / spin down) is -10.279 / -10.279 eV.

CARTESIAN COORDINATES (ANGSTROEM)
Cl1 -3.07485 4.25274 -1.66952
Cl2 1.07628 1.59246 -0.82484
C1 -2.00725 -1.08101 -0.47185
C2 -0.94114 -0.08909 -0.90425
C3 0.21857 0.36192 0.08552
C4 -0.31239 0.95987 1.41777
C5 1.18202 -0.84201 0.41833
C6 2.63480 -0.60347 -0.02626
H1 -2.65274 -1.14014 -1.36405
H2 -1.46905 -2.01587 -0.28593
H3 -2.55280 -0.70760 0.40833
H4 -0.38806 -0.51843 -1.75809
H5 -1.41835 0.84045 -1.27021
H6 0.43733 0.83897 2.22994
H7 -0.53229 2.03989 1.33944
H8 -1.24115 0.44374 1.71710
H9 1.18677 -0.98317 1.51319
H10 0.76213 -1.74487 -0.07859
H11 3.28735 -1.43725 0.16760
H12 2.70474 -0.42433 -1.09412
H13 3.10009 0.25720 0.45050

natural (NBO) atomic charge list, values in e, 6 entries: Cl 0.000; Cl -0.053; C -0.618; C -0.401; C -0.011; C -0.631

=====

# 3
DFT (ωB97M-V/def2-TZVPD) results for an isolated ion of composition C6H13Cl2N4 and charge +1 in a non-equilibrium geometry.

For the lowest unoccupied orbital energy (spin up / spin down), the calculation gives -3.597 / -3.597 eV. Its net charge is +1. The HOMO-LUMO gap (spin up / spin down) is 8.6 / 8.6 eV. The value obtained for the energy relative to the best compared isomer or geometry (same formula, charge and spin) is 0.000 eV. The HOMO energy (spin up / spin down) is -12.204 / -12.205 eV.

CARTESIAN COORDINATES (ANGSTROEM)
C1 -1.12110 -0.47628 -0.75355
C2 1.27132 -0.93206 -0.86176
C3 0.15453 1.45190 -0.33280
C4 1.81169 -2.28560 -0.38027
C5 -2.07258 0.89168 1.87815
C6 -2.20245 1.39252 0.45072
N1 -1.06087 0.76383 -0.34088
N2 1.29149 -0.07982 0.21988
N3 -0.15484 -1.16627 -1.24588
N4 2.60098 0.28997 0.45241
Cl1 -2.76796 -1.21112 -0.82827
Cl2 0.91536 2.05471 -1.79210
H1 1.77678 -0.55983 -1.76110
H2 0.36858 2.13326 0.50942
H3 1.36810 -2.44866 0.65440
H4 2.88389 -2.41833 -0.39344
H5 1.26686 -3.07709 -0.94033
H6 -2.15699 -0.15666 1.90794
H7 -1.05192 1.21482 2.18475
H8 -2.88792 1.42295 2.48409
H9 -3.20895 1.18222 -0.06594
H10 -2.29721 2.52422 0.14197
H11 -0.37235 -1.99938 -1.81286
H12 3.19522 0.39351 -0.38992
H13 2.45034 1.09551 1.01537

natural (NBO) atomic charge list, values in e, 6 entries: C 0.579; C 0.068; C 0.012; C -0.610; C -0.624; C -0.236

=====

# 4
DFT (ωB97M-V/def2-TZVPD) results for an isolated ion of composition C6H13ClN and charge +1 in a non-equilibrium geometry.

For the lowest unoccupied orbital energy, the calculation gives -5.004 eV. Its net charge is +1. The structure (SMILES) is CC(C)/[NH+]=C/CCCl. The HOMO-LUMO gap is 10.0 eV. The value obtained for the energy relative to the best compared isomer or geometry (same formula, charge and spin) is 0.300 eV. The HOMO energy is -14.968 eV.

CARTESIAN COORDINATES (ANGSTROEM)
C1 -2.50728 0.52368 -0.07248
C2 -1.28545 -0.50482 -0.46257
C3 -1.64913 -2.00218 -0.10952
N1 -0.10645 -0.18144 0.22276
C4 0.59697 0.87638 0.03798
C5 1.90012 0.99942 0.80362
C6 3.04851 0.77510 -0.11699
Cl1 2.76170 -0.68246 -1.11404
H1 -3.01300 0.31299 0.92096
H2 -2.09343 1.45874 0.02298
H3 -3.20037 0.58915 -0.96545
H4 -1.22439 -0.35663 -1.54342
H5 -2.47418 -2.33534 -0.62343
H6 -1.59864 -2.31912 0.93962
H7 -0.73243 -2.59252 -0.53530
H8 0.43711 -1.06201 0.45463
H9 0.13610 1.81549 -0.34935
H10 1.82687 2.02272 1.10751
H11 1.94959 0.29278 1.61739
H12 4.00669 0.67649 0.48492
H13 3.22112 1.69357 -0.71980

natural (NBO) atomic charge list, values in e, 6 entries: C -0.603; C -0.081; C -0.608; N -0.427; C 0.345; C -0.495

=====

# 5
DFT (ωB97M-V/def2-TZVPD) results for a 2-piece molecular cluster, C6H13ClSi overall in a non-equilibrium geometry.

For the lowest unoccupied orbital energy, the calculation gives -2.804 eV. The HOMO-LUMO gap is 3.7 eV. The value obtained for the energy relative to the best compared isomer or geometry (same formula, charge and spin) is 4.794 eV. The HOMO energy is -6.550 eV.

CARTESIAN COORDINATES (ANGSTROEM)
C1 -1.56709 -2.15003 1.68149
C2 -0.64149 -1.23992 1.47223
C3 2.07977 1.01926 0.89835
C4 1.67333 1.23933 -1.48669
C5 -1.84138 0.61929 -1.12095
C6 1.45097 0.28520 -0.33228
Si1 -0.42608 -0.07085 0.13600
Cl1 -4.83246 -3.03080 -0.12863
H1 -1.31641 -2.96655 2.35959
H2 -2.49445 -2.19556 1.09535
H3 0.39213 -1.32027 1.97996
H4 1.76053 0.73511 2.01632
H5 3.14374 0.99194 0.96255
H6 1.78098 2.05741 0.72355
H7 1.27712 0.77084 -2.37758
H8 2.72105 1.51184 -1.70000
H9 1.15240 2.22588 -1.33151
H10 -2.72624 1.08612 -0.72235
H11 -1.34932 1.25022 -1.84391
H12 -2.17720 -0.21997 -1.70797
H13 1.94010 -0.59847 -0.57353

natural (NBO) atomic charge list, values in e, 6 entries: C -0.134; C -0.906; C -0.627; C -0.615; C -1.084; C -0.665

=====

# 6
DFT (ωB97M-V/def2-TZVPD) results for a 2-piece molecular cluster, C6H13F overall in a non-equilibrium geometry.

For the lowest unoccupied orbital energy, the calculation gives 0.956 eV. The structure (SMILES) is C=C(C)C.CCF. The HOMO-LUMO gap is 10.5 eV. The value obtained for the energy relative to the best compared isomer or geometry (same formula, charge and spin) is 1.086 eV. The HOMO energy is -9.505 eV.

CARTESIAN COORDINATES (ANGSTROEM)
C1 0.02031 0.57749 1.66277
C2 -0.32391 1.28040 0.59544
C3 -1.58818 1.27335 -0.22530
C4 0.65027 2.27925 -0.08578
H1 1.00593 0.44340 2.09809
H2 -0.71276 0.04714 2.20833
H3 -2.11315 0.46305 0.11977
H4 -1.29574 1.09562 -1.20176
H5 -2.18335 2.21147 0.02074
H6 1.78011 2.27362 0.24819
H7 0.53028 2.10027 -1.10771
H8 0.21191 3.16432 0.23675
C5 0.85899 -1.51115 -1.06879
C6 0.24338 -2.62328 -0.25135
F1 -0.59912 -3.61687 -0.85508
H9 1.06568 -0.77681 -0.28803
H10 0.11193 -1.31760 -1.74309
H11 1.75256 -1.91912 -1.40752
H12 -0.39697 -2.25662 0.69927
H13 0.98181 -3.18793 0.34506

natural (NBO) atomic charge list, values in e, 6 entries: C -0.452; C 0.069; C -0.649; C -0.641; H 0.202; H 0.189

=====

# 7
DFT (ωB97M-V/def2-TZVPD) results for a 3-piece molecular cluster, C6H13F3NO2SSi overall in a non-equilibrium geometry.

For the lowest unoccupied orbital energy, the calculation gives 1.858 eV. Its net charge is -1. The HOMO-LUMO gap is 5.2 eV. The value obtained for the energy relative to the best compared isomer or geometry (same formula, charge and spin) is 0.000 eV. The HOMO energy is -3.318 eV.

CARTESIAN COORDINATES (ANGSTROEM)
C1 1.98329 0.57626 1.95814
C2 3.68030 0.93583 -0.77777
C3 2.16216 -1.62369 -0.36352
C4 -3.01756 -0.64170 -0.32586
C5 -1.79170 -1.10142 -0.35731
C6 -4.10322 -1.68245 0.02837
N1 0.72346 0.86853 -0.85710
O1 -3.51642 2.63955 -0.32860
O2 -2.04467 4.38736 0.32714
F1 -3.54754 -2.81915 0.46360
F2 -4.76000 -1.25257 1.09987
F3 -4.97951 -1.76947 -0.97658
Si1 2.04206 0.25429 0.00705
S1 -2.23674 2.96981 0.22948
H1 2.08526 1.56112 2.07992
H2 1.06902 0.32335 2.24111
H3 2.79097 -0.07779 2.42475
H4 4.45304 0.95412 -0.04077
H5 3.84100 0.31345 -1.72727
H6 3.43178 2.02170 -1.14845
H7 1.26886 -2.23874 0.13097
H8 1.98836 -1.78442 -1.38452
H9 3.03520 -2.05964 -0.04239
H10 -3.22002 0.43333 -0.30938
H11 1.02583 1.39327 -1.66746
H12 -1.49404 -2.19360 -0.08341
H13 -0.86918 -0.38732 -0.60000

natural (NBO) atomic charge list, values in e, 6 entries: C -1.060; C -1.128; C -1.109; C -0.379; C -0.369; C 0.954

=====

# 8
DFT (ωB97M-V/def2-TZVPD) results for C6H13FeN2 as an isolated structure in a non-equilibrium geometry.

The expectation value of S² is 6.089. For the lowest unoccupied orbital energy (spin up / spin down), the calculation gives 3.613 / 3.559 eV. Its net charge is -1. As for the multiplicity: 5. The HOMO-LUMO gap (spin up / spin down) is 4.0 / 7.3 eV. The value obtained for the energy relative to the best compared isomer or geometry (same formula, charge and spin) is 0.306 eV. The HOMO energy (spin up / spin down) is -0.379 / -3.755 eV.

CARTESIAN COORDINATES (ANGSTROEM)
C1 1.51241 -1.96563 -0.98882
Fe1 1.57783 -0.07680 -0.70936
N1 1.57568 1.84788 -1.25353
H1 1.66264 -0.50676 -2.19580
H2 0.70015 2.16913 -1.64806
H3 2.94853 0.56713 -0.45774
H4 2.36582 -2.25062 -1.66192
H5 0.52627 -2.40340 -1.33439
H6 1.76402 -2.36232 0.02403
H7 1.82454 2.31052 -0.37642
H8 2.36057 1.92600 -1.89987
C2 -2.72963 0.08766 1.78764
C3 -1.55486 -0.47762 2.29220
C4 -0.39494 -0.49099 1.51433
N2 -0.35704 0.01621 0.26342
C5 -1.48270 0.56864 -0.23890
C6 -2.67199 0.63986 0.49571
H9 -3.65784 0.10775 2.36856
H10 -1.53385 -0.91144 3.29299
H11 0.53361 -0.90723 1.91141
H12 -1.42887 0.98803 -1.24471
H13 -3.54033 1.12404 0.05922

natural (NBO) atomic charge list, values in e, 6 entries: C -0.943; Fe 0.909; N -1.063; H -0.231; H 0.372; H -0.549

=====

# 9
DFT (ωB97M-V/def2-TZVPD) results for C6H13HgO4 as an isolated structure in a non-equilibrium geometry.

The expectation value of S² is 0.753. For the lowest unoccupied orbital energy (spin up / spin down), the calculation gives 0.631 / -0.090 eV. As for the multiplicity: 2. The HOMO-LUMO gap (spin up / spin down) is 6.9 / 9.0 eV. The value obtained for the energy relative to the best compared isomer or geometry (same formula, charge and spin) is 2.582 eV. The HOMO energy (spin up / spin down) is -6.304 / -9.051 eV.

CARTESIAN COORDINATES (ANGSTROEM)
C1 -1.72638 0.47666 1.17696
O1 -1.27724 -0.40446 2.17793
H1 -1.78698 -0.04863 0.20752
H2 -2.70859 0.86937 1.47781
H3 -1.01490 1.30031 0.99418
O2 0.75694 0.58273 -2.47282
C2 -0.39602 0.47439 -2.87187
C3 -1.28531 -0.61958 -2.37090
O3 -0.67154 -1.44460 -1.47225
C4 -0.13901 -1.28013 1.74671
C5 1.13793 -0.47316 1.68197
O4 1.26818 0.13142 0.39666
C6 2.06295 1.30905 0.38336
Hg1 1.21267 -1.10860 -1.27933
H4 -0.83233 1.25358 -3.52594
H5 -1.70096 -1.11454 -3.27864
H6 -2.16856 -0.08901 -1.93942
H7 -0.02622 -2.01169 2.55963
H8 -0.55862 -1.86336 0.91145
H9 2.01854 -1.09636 1.90469
H10 1.10213 0.32126 2.44469
H11 2.05979 1.67601 -0.64785
H12 1.60168 2.06909 1.03163
H13 3.07187 1.09024 0.76382

natural (NBO) atomic charge list, values in e, 6 entries: C -0.255; O -0.553; H 0.180; H 0.190; H 0.150; O -0.661

=====

# 10
DFT (ωB97M-V/def2-TZVPD) results for C6H13MoN2 as an isolated structure in a non-equilibrium geometry.

The expectation value of S² is 2.029. For the lowest unoccupied orbital energy (spin up / spin down), the calculation gives -3.802 / -3.657 eV. Its net charge is +1. As for the multiplicity: 3. The HOMO-LUMO gap (spin up / spin down) is 7.5 / 6.7 eV. The value obtained for the energy relative to the best compared isomer or geometry (same formula, charge and spin) is 0.000 eV. The HOMO energy (spin up / spin down) is -11.269 / -10.327 eV.

CARTESIAN COORDINATES (ANGSTROEM)
C1 -0.31915 -0.30388 -3.09103
Mo1 -0.55771 -1.41542 -0.76769
N1 -0.88628 -2.73903 0.97772
H1 0.25162 -2.78187 -1.25694
H2 -0.07666 -2.83967 1.58793
H3 -0.88796 -1.15498 -2.59935
H4 0.04496 -0.71869 -4.03649
H5 0.54730 0.11456 -2.55904
H6 -0.96314 0.53535 -3.33653
H7 -1.63619 -2.42707 1.59227
H8 -1.13183 -3.69638 0.73312
C2 0.82940 2.60531 1.74153
C3 0.24997 2.64603 0.47177
C4 -0.11387 1.46148 -0.16375
N2 0.07289 0.21382 0.37977
C5 0.65614 0.19236 1.62380
C6 1.02637 1.34962 2.32361
H9 1.11453 3.51946 2.25077
H10 0.07129 3.58849 -0.05542
H11 -0.57088 1.41369 -1.14971
H12 0.80650 -0.81234 2.01624
H13 1.47273 1.24918 3.31743

natural (NBO) atomic charge list, values in e, 6 entries: C -0.842; Mo 0.749; N -1.014; H -0.201; H 0.402; H 0.166

=====

# 11
DFT (ωB97M-V/def2-TZVPD) results for an isolated molecule of C6H13N in a non-equilibrium geometry.

For the lowest unoccupied orbital energy, the calculation gives 1.133 eV. The structure (SMILES) is C=CCCCCN. The HOMO-LUMO gap is 10.0 eV. The value obtained for the energy relative to the best compared isomer or geometry (same formula, charge and spin) is 2.946 eV. The HOMO energy is -8.846 eV.

CARTESIAN COORDINATES (ANGSTROEM)
C1 -0.03183 -1.59965 -2.45637
C2 0.62668 -1.23932 -1.31706
C3 -0.03049 -1.06017 0.03450
C4 0.88073 -0.38444 1.07034
C5 0.90422 1.18330 0.69937
C6 -0.55981 1.61502 0.41536
N1 -1.45104 1.19128 1.52468
H1 -1.07607 -1.78909 -2.49299
H2 0.35043 -1.46121 -3.47464
H3 1.69109 -1.62665 -1.28993
H4 -0.40743 -2.10104 0.38370
H5 -0.85776 -0.55309 -0.22023
H6 0.53940 -0.37098 2.05138
H7 1.92037 -0.74583 1.16010
H8 1.41452 1.35852 -0.28822
H9 1.21864 1.73989 1.50544
H10 -1.00170 1.18709 -0.53345
H11 -0.44225 2.77623 0.03486
H12 -1.41686 0.16755 1.72204
H13 -2.27083 1.71261 1.47112

natural (NBO) atomic charge list, values in e, 6 entries: C -0.394; C -0.174; C -0.473; C -0.409; C -0.401; C -0.218